DFT (ωB97M-V/def2-TZVPD) results for an isolated molecule of C3H5N3O in a non-equilibrium geometry.

Last column: natural (NBO) charge in e.
Element x y z (Å)
C1 -1.265 0.084 -0.026  0.701
C2 -0.223 -1.197 0.230  -0.328
C3 0.856 1.179 0.101  0.242
H1 -0.575 -2.047 -0.343  0.233
H2 -0.209 -1.352 1.295  0.198
H3 1.827 -1.547 -0.707  0.383
H4 1.120 2.135 0.488  0.171
H5 -1.230 2.051 -0.440  0.450
N1 0.958 -0.796 -0.488  -0.521
N2 1.705 0.260 0.183  -0.270
N3 -0.492 1.252 -0.281  -0.682
O1 -2.471 -0.020 -0.014  -0.575

Atomic forces in eV per Å
C 1.42 -2.10 -0.17
C -1.43 1.89 -1.77
C -0.38 4.77 1.52
H -0.62 -0.17 0.39
H 0.46 -0.29 0.54
H -3.83 1.88 1.07
H 0.71 0.76 0.29
H 2.99 -1.24 0.65
N 5.30 -3.24 -0.42
N -2.23 -1.16 -1.67
N -3.65 -1.86 -0.35
O 1.26 0.76 -0.08

- F_max: 0.12107 Eh/bohr
- HOMO-LUMO gap: 9.9 eV

***

DFT (ωB97M-V/def2-TZVPD) results for an isolated molecule of C3H5N3O in a non-equilibrium geometry.

Last column: natural (NBO) charge in e.
Element x y z (Å)
C1 1.913 0.072 0.042  -0.692
C2 0.450 0.369 -0.277  0.511
C3 -1.984 0.120 0.010  0.166
H1 2.420 -0.577 -0.713  0.233
H2 2.354 1.105 0.089  0.228
H3 2.208 -0.220 1.170  0.247
H4 -3.031 0.048 0.088  0.203
H5 -1.726 -1.779 0.179  0.366
N1 -0.034 1.374 0.069  -0.267
N2 -1.481 1.209 -0.343  -0.278
N3 -0.992 -0.902 0.400  -0.339
O1 -0.098 -0.818 -0.714  -0.378

Atomic forces in eV per Å
C 1.82 1.82 1.63
C 8.80 -7.99 -0.86
C 2.83 0.35 0.91
H -0.47 0.58 0.80
H 0.19 -0.93 -0.63
H -1.42 -0.14 -2.58
H -1.13 -0.74 -0.16
H 3.22 2.01 0.66
N -6.79 5.53 0.05
N 0.04 2.99 0.83
N -6.10 -3.54 -0.87
O -0.98 0.07 0.20

- F_max: 0.23177 Eh/bohr
- HOMO-LUMO gap: 10.6 eV

***

DFT (ωB97M-V/def2-TZVPD) results for an isolated molecule of C3H5N3O in a non-equilibrium geometry.

Last column: natural (NBO) charge in e.
Element x y z (Å)
C1 -1.603 -0.516 -0.112  -0.690
C2 -0.129 -0.542 -0.042  0.254
C3 1.923 0.227 -0.112  0.099
H1 -2.338 -0.407 0.870  0.232
H2 -1.835 0.378 -0.754  0.234
H3 -1.788 -1.711 -0.462  0.275
H4 2.800 0.763 -0.288  0.226
H5 -0.406 1.961 0.836  0.484
N1 0.606 -1.601 0.068  -0.249
N2 1.823 -1.123 0.045  -0.290
N3 0.667 0.594 -0.004  -0.071
O1 0.279 1.977 -0.045  -0.505

Atomic forces in eV per Å
C -2.12 -1.98 0.80
C -1.97 1.75 1.71
C -1.41 -4.90 1.38
H 2.46 -0.18 -2.04
H -0.55 -1.46 -0.04
H -0.16 3.73 0.31
H 0.92 0.85 0.09
H 2.75 0.59 -3.58
N -0.54 1.06 -0.19
N 5.50 0.51 -0.98
N -1.75 2.17 -1.18
O -3.12 -2.14 3.72

- F_max: 0.10905 Eh/bohr
- HOMO-LUMO gap: 9.2 eV

***

DFT (ωB97M-V/def2-TZVPD) results for an isolated molecule of C3H5N3O.

Last column: natural (NBO) charge in e.
Element x y z (Å)
C1 -1.674 0.118 0.539  -0.404
C2 -0.369 0.128 0.812  0.238
N1 0.280 1.405 0.618  -0.098
N2 1.260 1.176 -0.101  -0.306
C3 0.874 -0.756 -0.808  0.538
O1 1.795 -1.251 -1.384  -0.557
N3 0.518 -0.941 0.614  -0.685
H1 -0.033 -0.274 -1.286  0.092
H2 -2.233 1.043 0.465  0.224
H3 -2.173 -0.819 0.309  0.210
H4 1.700 2.012 -0.479  0.355
H5 0.055 -1.841 0.701  0.393

Atomic forces in eV per Å
C -0.11 0.00 0.36
C -0.37 -0.04 -0.41
N 0.34 0.01 -0.38
N -0.16 0.53 0.32
C 0.03 -0.65 -0.67
O -0.36 -0.19 0.30
N -0.08 -0.01 -0.12
H 0.69 -0.30 -0.39
H 0.00 -0.07 0.28
H -0.01 0.15 0.17
H 0.00 0.53 0.39
H 0.03 0.04 0.14

- F_max: 0.01819 Eh/bohr
- HOMO-LUMO gap: 9.5 eV

***

Number 1: total energy -356.73914 hartree. Number 2: total energy -356.62026 hartree. Number 3: total energy -356.66974 hartree. Number 4: total energy -356.70649 hartree.